1.
120
Properties=species:S:1:pos:R:3:forces:R:3:lowdin_charge:R:1 method="wB97M-V/def2-TZVPD" multiplicity=1
H -3.2018 -0.5959 3.0134 -1.0 -0.5 -0.6 0.03
H -2.1287 -0.9342 3.8076 0.9 -0.7 0.8 0.05
O -3.0296 -1.2586 3.6992 0.4 1.0 -0.5 -0.04
H -2.0106 2.6476 4.5402 -0.2 0.1 -0.3 -0.02
H -0.7108 2.7501 5.2760 0.3 -0.2 -0.1 -0.01
O -1.6271 2.4879 5.4049 0.0 0.0 0.4 -0.06
H 2.4835 5.3677 -2.2594 -0.1 0.4 -0.2 0.04
H 3.0830 4.0360 -2.0203 0.2 -1.2 0.9 -0.04
O 2.8798 4.6308 -2.7266 -0.3 0.8 -0.9 -0.03
H -5.5227 0.1206 -2.8328 -1.4 0.7 2.6 0.08
H -5.5531 -1.1116 -2.7434 -0.7 -1.8 1.7 0.03
O -5.9384 -0.4773 -2.0841 2.4 1.2 -4.3 -0.11
H 0.2064 -3.3771 -1.0519 -1.0 0.4 1.1 0.01
H -1.0647 -4.0475 -0.4971 -0.1 0.0 0.0 0.04
O -0.5538 -3.2328 -0.4395 0.0 -0.4 -0.8 -0.07
H -2.6786 -0.2187 0.5392 -0.7 0.2 0.4 0.02
O -2.2962 0.3591 -0.1088 1.5 -0.3 -1.1 -0.04
H -2.1302 -1.8388 -4.1566 0.5 0.3 0.0 0.02
O -1.3654 -1.4137 -4.5925 0.3 -1.0 0.0 -0.06
H 2.3345 0.3325 -5.1249 0.1 0.3 -0.6 -0.01
H 2.9650 1.6962 -4.9605 0.0 0.1 -0.3 0.01
O 2.5692 1.1391 -5.6408 0.0 -0.2 0.7 -0.08
H -3.5622 5.3418 0.2727 -0.8 0.6 -0.3 0.06
H -2.3819 4.9367 0.9710 0.6 -0.3 -0.3 0.06
O -2.6584 5.1296 0.0551 0.2 0.7 1.0 -0.05
H -4.1798 0.3441 4.2300 -0.6 -0.1 0.2 0.01
H -5.6520 0.1658 3.7844 0.2 0.1 0.1 0.04
O -4.9831 0.8329 3.9796 0.2 0.1 0.0 -0.06
H -5.0054 -3.2871 0.9976 -0.2 0.3 -0.6 0.00
H -4.1362 -4.4379 1.2774 -0.3 -0.1 -0.9 0.01
O -4.7912 -4.1427 0.6044 0.2 -0.1 0.8 -0.09
H -3.8150 -3.6148 -3.8656 -0.2 0.0 1.1 0.06
O -3.9204 -3.0242 -3.0955 0.2 1.1 -1.8 -0.04
H 2.6237 5.5852 0.7595 -0.5 -0.4 0.1 0.09
H 1.2168 5.1764 0.2199 -0.6 0.3 -0.6 0.03
O 1.9414 4.8877 0.7586 1.5 0.5 0.8 -0.04
H -3.6876 2.5293 3.1868 1.3 -0.7 -0.7 0.05
H -2.1426 2.0777 2.5781 -0.8 0.0 0.4 0.01
O -2.8779 2.7272 2.6550 -0.8 0.8 0.3 -0.09
H 3.6341 -3.0673 -1.2243 0.5 0.6 -0.1 0.02
H 4.2897 -1.6750 -1.0181 -0.3 -0.1 -0.6 0.03
O 4.3772 -2.6096 -0.7777 0.1 -0.8 -0.1 -0.07
H 0.6745 4.8920 2.3459 0.9 0.0 -1.4 0.00
H 0.1802 4.9856 3.6404 -0.5 -0.1 1.5 0.05
O -0.1747 4.8849 2.7682 -0.4 0.0 -0.3 -0.02
H -0.8239 -2.6719 2.4322 0.9 0.3 -0.2 0.00
H 0.4344 -1.9015 1.9091 0.8 -0.6 -0.1 0.00
O -0.4493 -1.8004 2.2130 -1.7 0.8 0.5 -0.05
H 1.7710 1.2201 0.2574 0.7 0.2 0.1 0.02
H 0.6025 0.3938 0.1918 0.0 -0.2 -0.2 0.03
O 1.3347 0.5605 0.8117 -0.7 0.2 0.2 -0.05
H 3.6427 2.6088 -0.5387 0.3 0.7 0.9 0.02
O 2.7638 2.5697 -0.8977 0.2 -2.2 -1.9 -0.06
H -3.9888 0.5001 -5.5000 0.1 -0.1 -0.3 0.03
H -3.8498 2.0297 -5.2222 -0.1 -1.2 0.4 0.06
O -3.9713 1.1486 -4.7974 -0.1 1.2 0.1 -0.06
H 1.6303 -4.1195 -2.3466 -1.1 -0.9 0.6 -0.04
O 2.2431 -3.4695 -2.6185 1.6 1.9 -0.7 -0.03
H 1.6384 2.0296 5.4443 0.1 -0.2 -0.1 0.04
H 1.3641 1.6517 3.9412 -0.2 0.7 0.7 0.05
O 1.3705 2.3865 4.5939 0.1 -0.2 -0.4 -0.07
H 0.3367 3.1260 0.6947 -0.5 0.0 -0.3 0.04
H -0.6147 3.4295 -0.5553 0.0 -0.4 0.7 0.05
O 0.2974 3.2992 -0.2572 -0.2 0.3 -0.1 -0.06
H 5.4598 2.3688 0.7005 -1.0 0.2 0.1 0.04
H 5.2983 1.6910 1.9392 -0.6 -0.4 0.6 0.05
O 4.7646 2.2791 1.3907 1.6 0.0 -0.8 -0.06
H 3.4872 -0.5072 1.3580 0.1 -0.5 -0.5 0.01
H 4.2912 -1.7178 0.6460 -0.6 0.3 0.4 -0.02
O 4.3145 -1.0078 1.3198 0.3 0.3 0.8 -0.07
H 0.0172 1.4275 1.7917 0.2 0.9 -0.1 0.03
H -0.4074 2.9739 2.3261 0.3 1.4 -0.4 -0.02
O -0.3567 2.0435 2.4534 -0.4 -2.4 0.8 -0.06
H 4.6904 -1.9141 3.6898 0.8 0.5 0.3 0.03
H 4.6184 -0.6812 4.5354 0.3 0.0 0.1 0.02
O 5.2314 -1.4005 4.3352 -1.1 -0.5 -0.5 -0.08
H 3.3212 -5.2692 1.5187 -0.5 -0.1 0.4 0.08
H 3.6521 -4.8293 0.1512 -1.2 0.4 0.7 0.10
O 2.8611 -4.8798 0.7656 2.3 0.0 -0.9 -0.04
H 1.5385 -5.8231 -1.7614 0.2 -0.9 -0.7 0.08
H 1.7811 -5.1478 -0.4619 -0.7 0.1 0.5 0.03
O 1.0975 -5.2400 -1.1572 0.5 -0.6 0.8 -0.08
H -4.9139 -0.3886 -0.1569 -0.5 -0.8 0.5 0.04
H -5.8821 -0.8478 0.9685 -0.9 0.4 0.1 0.03
O -5.0262 -1.0043 0.6055 1.5 0.3 -0.5 -0.05
H 2.9001 0.6190 -1.3861 0.8 -1.7 0.3 0.06
H 2.4239 -0.1583 -2.4288 -0.3 -0.1 -0.3 0.00
O 3.0271 -0.3366 -1.7086 -0.1 2.8 0.3 -0.06
H -0.2757 3.8119 -2.6001 0.3 -0.3 -0.3 0.06
O 0.1285 2.9921 -2.9277 -0.7 0.4 -0.1 -0.03
H -0.3572 -5.4631 -1.9874 0.1 -0.1 0.6 -0.04
H -0.8791 -4.4613 -2.9853 -0.1 0.2 0.0 0.02
O -0.8802 -5.3963 -2.7780 -0.8 -0.2 -1.0 -0.04
H 2.0472 3.1209 -0.6399 -0.6 1.0 1.2 -0.02
H -2.6312 1.2662 -0.2150 -0.7 -0.5 1.1 -0.02
H 1.9832 -2.6464 -2.1671 -0.1 -0.4 0.0 0.02
H -0.6996 -2.1301 -4.6799 -0.9 0.4 0.0 0.04
H -3.9437 -3.4812 -2.2684 0.0 -0.9 0.6 0.03
H 1.0340 3.2351 -3.1343 0.4 0.2 -0.1 0.03
O 5.2968 2.7087 -1.6865 0.5 -0.7 1.2 -0.01
H 4.9363 3.0398 -2.4859 -0.6 0.4 -1.3 0.03
H 5.9380 3.3603 -1.4245 0.5 0.4 0.0 0.06
O 0.1378 0.4664 -1.6904 0.4 -0.9 0.3 -0.04
H 0.0183 1.3115 -2.1196 -0.2 0.7 -0.2 0.00
H -0.6932 0.2265 -1.2563 -0.5 0.0 -0.2 0.02
O 1.8277 -1.1536 -4.2808 0.1 0.1 -1.4 -0.01
H 2.0191 -1.1018 -3.3583 -0.3 -0.6 0.4 -0.02
H 0.8759 -1.1942 -4.3960 -0.2 0.3 0.4 0.04
O -2.9785 2.7600 -0.6510 0.2 -0.2 -1.4 -0.06
H -2.5369 2.5859 -1.5024 -0.5 0.1 0.1 0.07
H -3.2874 3.6842 -0.6993 0.5 -0.5 0.3 0.04
O 0.0304 -3.5601 4.2261 0.9 -1.9 1.2 -0.07
H -0.5534 -3.7719 4.9729 -0.2 0.5 -0.2 0.05
H 0.6759 -4.3080 4.3696 -0.7 1.2 -0.6 0.08
O -2.5049 -3.9010 1.9599 0.3 -0.5 0.7 -0.06
H -2.4119 -3.1120 1.4122 -0.1 0.2 0.2 0.04
H -2.6614 -3.6492 2.8867 0.0 0.4 -0.6 0.06
O 1.6066 -2.0466 -0.0869 1.6 -1.5 -1.5 -0.04
H 1.1175 -1.4164 0.3934 -0.5 0.9 0.9 -0.02
H 2.0213 -2.7168 0.4654 -0.2 0.2 0.4 0.04



2.
120
Properties=species:S:1:pos:R:3:forces:R:3:lowdin_charge:R:1 method="wB97M-V/def2-TZVPD" multiplicity=1
H 0.7708 2.2584 5.5567 -0.3 0.1 0.5 0.07
H 0.6579 1.7800 4.2025 -0.1 -0.5 -0.4 0.03
O 0.3122 1.5462 5.0932 0.4 1.4 -1.0 -0.07
H 1.8649 -0.8853 -5.0905 0.2 -0.2 0.0 0.01
H 1.9555 -2.3871 -4.8482 -0.7 -1.2 0.5 0.05
O 2.4782 -1.6409 -5.0677 0.1 1.2 -1.4 -0.05
H -3.2204 3.9376 -1.4715 0.2 -0.2 0.0 0.02
H -3.9584 4.1148 -0.1989 0.0 0.3 -0.3 0.01
O -4.1019 3.8112 -1.1007 -0.7 0.1 0.0 -0.06
H -2.8107 2.0294 3.4287 -0.5 -0.4 -1.0 0.02
H -1.5271 2.1715 3.9589 0.9 -0.1 -0.8 0.04
O -1.9065 2.0438 3.0620 -0.6 0.4 1.8 -0.06
H -4.2094 -0.8643 3.6278 -0.6 0.5 -0.1 0.00
H -3.0198 -1.0499 4.5207 0.2 0.1 0.3 0.04
O -3.4192 -1.3856 3.7209 0.3 -0.5 -0.1 -0.04
H -0.5117 -0.3541 -5.7176 -0.2 0.3 0.0 0.06
O -0.3956 -0.2273 -4.7744 -0.1 -0.3 0.5 -0.05
H 1.0813 -5.3791 3.2168 -0.4 1.1 0.7 0.03
O 1.9368 -4.9526 3.2799 1.9 -1.1 -0.4 -0.07
H -3.2641 -0.2141 -0.1700 0.3 0.1 0.1 0.04
H -4.3046 0.8596 0.0152 0.1 0.0 0.2 0.03
O -3.9135 0.1013 0.4684 -0.4 0.1 -0.1 -0.05
H 2.0127 2.9535 -0.5149 0.0 0.0 -0.2 0.02
H 1.1320 1.7376 -0.8397 -0.1 0.4 -0.2 0.00
O 1.3057 2.4035 -0.1702 -0.3 0.0 0.3 -0.03
H 2.0908 -1.4025 4.7109 0.4 -0.1 -1.2 0.03
H 2.1686 -2.5307 5.4974 0.2 -1.1 -0.2 0.06
O 2.2773 -2.3473 4.5464 -0.4 1.2 1.5 -0.05
H -2.8245 -2.0946 -4.8793 0.0 0.2 0.0 0.03
H -2.1162 -3.4022 -5.1619 0.7 -1.1 -1.4 0.01
O -2.4534 -2.8801 -4.4726 -0.7 0.9 1.6 -0.03
H 2.9636 -0.1408 1.9040 -0.8 0.5 -0.1 0.04
O 3.3771 0.2373 1.1333 1.6 -0.8 -1.1 -0.05
H -0.6760 2.0166 -2.0602 -0.2 0.1 -0.5 0.00
H -2.1717 1.5689 -2.1174 -0.1 0.0 0.2 0.06
O -1.5012 2.0969 -2.5582 -0.1 0.4 -0.6 -0.04
H 2.7236 -5.9867 -0.4311 0.8 0.3 0.7 0.00
H 4.2108 -5.4178 -0.1776 -0.1 -0.6 0.3 0.00
O 3.4418 -5.4011 -0.7400 0.0 0.6 -1.4 -0.08
H -0.4900 -0.0394 2.5753 -0.1 -0.1 -0.1 0.04
H -1.9703 -0.0182 2.2718 0.0 -0.2 0.1 0.01
O -1.1719 -0.5463 2.1131 0.5 -0.2 0.1 -0.06
H 2.8118 6.1329 -1.0287 -0.1 0.2 -0.1 0.06
H 1.5796 5.5003 -0.3414 -0.2 0.0 -0.3 0.07
O 2.3906 5.2969 -0.8204 0.6 -0.4 0.6 -0.04
H -4.7242 -3.6845 -0.3872 -0.4 0.4 0.0 0.03
H -4.0647 -4.6270 -1.3112 -0.5 0.2 -0.4 0.04
O -4.7731 -3.9576 -1.3087 0.9 -0.6 0.3 -0.05
H 0.8701 0.5028 -3.1682 0.1 0.3 -0.2 0.04
H 1.6201 0.4366 -1.7984 -0.4 -0.3 -0.7 0.10
O 0.7883 0.7381 -2.2260 1.0 -0.7 0.6 -0.08
H -5.7082 -1.4985 0.7155 0.1 0.4 -0.1 0.02
O -6.3822 -1.0441 0.2015 -0.8 -0.4 0.0 -0.06
H 1.2127 1.7898 1.6501 0.2 0.6 0.0 0.02
H 2.2855 2.6565 2.3934 0.0 0.2 -0.2 0.00
O 1.6691 1.9235 2.4938 -0.8 -0.5 1.0 -0.06
H -1.6894 -5.2745 -1.4326 0.0 0.1 -0.2 0.01
O -1.1707 -6.0327 -1.7203 -0.1 0.1 0.3 -0.05
H -0.2136 4.4037 -3.1272 0.2 -0.4 -0.1 0.00
H 1.2998 4.1054 -2.8471 -0.2 -0.1 -0.2 0.00
O 0.5989 4.7631 -2.7693 -0.1 0.4 0.2 -0.05
H 5.5749 -3.5866 1.1556 0.1 0.6 0.2 0.04
H 4.2015 -4.0594 1.2476 -0.5 0.8 0.2 0.01
O 4.7058 -3.2402 1.4129 0.3 -1.2 -0.3 -0.06
H 0.6530 -0.5850 5.7022 -0.6 -0.5 -0.2 -0.01
H 0.9821 0.5359 6.5280 -0.4 -1.4 0.7 0.03
O 0.7581 -0.4232 6.6409 0.9 0.9 0.0 -0.08
H -0.7525 -3.1621 3.2540 -0.9 0.8 -0.3 0.02
H -1.1018 -4.3788 4.1818 -0.7 0.3 0.1 0.05
O -0.4253 -3.9363 3.6805 0.9 -0.9 0.3 -0.02
H -2.3229 3.0957 0.4705 0.0 0.3 0.3 0.02
H -1.1676 2.8979 -0.3090 0.6 0.3 -0.1 -0.01
O -1.7433 3.6372 -0.0835 0.1 -0.3 0.6 -0.07
H -4.5636 -2.2559 -3.3532 -0.4 0.0 0.3 0.01
H -5.7193 -1.2014 -3.1295 0.1 -0.5 0.1 0.04
O -4.7863 -1.3160 -3.3331 0.4 0.4 -0.3 -0.07
H 2.8512 1.0865 -4.2112 0.0 0.0 -0.2 0.05
H 1.9640 1.6579 -5.3072 -0.2 0.7 -0.4 0.07
O 2.0297 0.9385 -4.6931 0.5 -0.2 0.5 -0.04
H 4.1326 4.0717 3.3233 -0.1 0.0 -0.2 0.07
H 3.5384 4.9829 2.2247 0.0 0.0 0.1 0.05
O 3.3505 4.2122 2.7716 0.2 0.1 0.0 -0.04
H 0.0729 -1.1651 -1.8241 0.3 0.1 0.0 0.02
H -1.1698 -1.9578 -1.7014 -0.5 -0.4 -0.2 0.05
O -0.4516 -1.6290 -1.1665 0.0 0.0 0.1 -0.02
H 3.7331 3.7399 -0.0637 -0.7 1.1 -0.3 0.00
H 4.8262 2.9415 0.5489 -0.6 0.4 -1.5 0.05
O 4.0889 2.8625 -0.1063 1.5 -0.3 0.7 -0.04
H 4.3596 -1.0442 -2.5646 0.1 -0.3 0.4 0.03
O 3.5952 -1.5512 -2.8611 0.5 1.2 0.0 -0.08
H -1.5383 3.3553 -4.4471 -0.6 0.5 -0.7 0.02
H -0.9840 3.0929 -6.0444 -0.9 1.0 0.3 0.05
O -1.0165 2.9081 -5.1081 1.5 -1.8 0.2 -0.05
H -5.9219 -0.3320 -0.2419 0.3 -0.1 0.1 0.00
H -0.9071 0.5422 -4.4795 0.0 0.1 -0.5 0.03
H -0.4330 -6.0025 -1.0980 0.1 0.0 -0.2 0.01
H 2.0181 -4.1045 3.7264 -1.0 0.1 0.0 0.01
H 2.9121 0.9025 0.6249 -0.7 0.0 0.8 -0.01
H 3.4770 -1.2560 -3.7952 -0.2 -0.9 0.5 -0.02
O 1.7910 -6.2134 1.0146 0.7 -1.4 0.5 -0.09
H 2.1467 -5.7212 1.7931 -0.5 0.0 -0.6 0.02
H 0.8849 -5.9723 0.8747 -0.5 0.7 0.2 0.01
O 0.4229 -4.0535 0.2447 -0.1 1.2 0.6 -0.06
H 1.2087 -3.5254 0.4817 0.3 -0.9 -0.4 0.07
H -0.2139 -3.3500 0.4424 -0.4 -0.3 -0.4 0.03
O 5.6050 1.7126 1.9415 2.6 1.4 2.1 -0.03
H 4.9193 1.9156 1.3543 -1.7 -2.0 -0.4 -0.07
H 5.8328 0.7946 2.0626 -0.7 -0.3 -0.6 0.05
O 3.4060 3.5121 -3.5136 0.6 -0.1 0.2 -0.04
H 3.9486 2.7299 -3.3506 -0.2 -0.1 0.1 0.04
H 4.0534 4.1909 -3.2749 -0.4 0.3 -0.1 0.06
O -5.3041 2.6454 1.3104 -0.3 0.2 -0.1 -0.03
H -4.3634 2.7070 1.1489 0.3 0.0 -0.2 0.02
H -5.7343 3.2187 0.6691 -0.1 -0.1 -0.1 0.07
O -4.9322 1.3591 3.5822 0.3 0.3 0.0 -0.06
H -5.1625 1.6616 2.6780 -0.2 -0.3 0.5 0.00
H -5.0728 2.1541 4.1121 -0.2 -0.2 0.1 0.05
O -1.4372 0.8124 -0.1389 -0.6 -0.4 1.8 -0.08
H -0.9287 0.8683 -0.9147 1.2 -0.9 -1.2 -0.05
H -1.1140 0.0284 0.4012 -0.3 1.0 -0.6 0.05



Record-wise HOMO energy values, in eV: -10.4345 -9.6627
Record-wise lowest unoccupied orbital energy values, in eV: -0.462 -0.561
Record-wise Kohn-Sham gap values, in eV: 9.972 9.102